# 1
Entry from OMol25: a structure of composition C62H64Ge2N5OPtS4 (ωB97M-V/def2-TZVPD).

Last column: Löwdin charge in e.
Cartesian coordinates (Å):
Pt: -0.01 3.68 1.49  0.996
C: 2.93 -0.57 4.23  -0.087
C: 3.19 0.54 5.02  -0.087
C: 2.44 1.69 4.90  -0.034
C: 1.39 1.74 3.96  -0.291
C: 1.10 0.61 3.19  -0.067
C: 1.87 -0.52 3.32  -0.105
N: 0.69 2.90 3.75  0.015
N: 0.84 3.96 4.46  0.084
C: 0.49 5.17 3.94  -0.300
C: 0.61 6.31 4.75  -0.024
C: 0.29 7.56 4.25  -0.085
C: -0.18 7.69 2.94  -0.083
C: -0.33 6.57 2.14  -0.112
C: 0.00 5.32 2.63  -0.270
H: 3.52 -1.46 4.33  0.102
H: 4.00 0.51 5.74  0.105
H: 2.63 2.57 5.50  0.104
H: 0.29 0.64 2.47  0.066
H: 1.64 -1.39 2.71  0.051
H: 0.97 6.19 5.76  0.113
H: 0.40 8.43 4.87  0.107
H: -0.43 8.67 2.55  0.105
H: -0.72 6.67 1.13  0.102
C: -3.05 -1.22 -6.55  -0.038
C: -3.39 -1.51 -5.11  -0.271
C: -3.12 -2.75 -4.55  -0.030
C: -3.41 -3.03 -3.22  -0.215
C: -3.11 -4.39 -2.66  -0.021
C: -3.98 -2.02 -2.43  -0.188
C: -4.28 -0.77 -2.98  -0.252
C: -4.93 0.33 -2.19  -0.030
C: -3.98 -0.54 -4.32  -0.027
C: -4.30 -2.31 -1.00  -0.223
C: -5.50 -2.94 -0.69  -0.016
C: -5.82 -3.27 0.62  -0.034
C: -4.93 -2.96 1.63  -0.014
C: -3.73 -2.30 1.36  -0.225
C: -3.42 -2.00 0.03  -0.213
Ge: -1.79 -1.01 -0.36  0.119
S: -1.97 1.17 0.15  0.369
S: -1.06 -0.65 -2.44  0.417
Ge: 0.84 -0.28 -1.28  0.179
S: 0.80 1.80 -0.43  0.316
S: 0.20 -1.65 0.42  0.401
C: 2.50 -0.64 -2.25  -0.213
C: 2.80 -1.97 -2.47  -0.232
C: 3.95 -2.31 -3.19  -0.008
C: 4.78 -1.32 -3.69  -0.030
C: 4.46 0.01 -3.47  -0.020
C: 3.33 0.38 -2.75  -0.207
C: 3.08 1.84 -2.59  -0.191
C: 3.93 2.58 -1.76  -0.228
C: 5.06 1.92 -1.02  -0.040
C: 3.75 3.95 -1.64  -0.018
C: 2.75 4.61 -2.34  -0.258
C: 2.53 6.09 -2.16  -0.037
C: 1.95 3.87 -3.20  -0.009
C: 2.11 2.50 -3.35  -0.246
C: 1.26 1.76 -4.35  -0.022
C: 1.94 -3.08 -1.97  -0.194
C: 0.93 -3.60 -2.78  -0.210
C: 0.61 -3.03 -4.14  -0.039
C: 0.21 -4.70 -2.33  -0.013
C: 0.46 -5.29 -1.10  -0.261
C: -0.32 -6.48 -0.63  -0.033
C: 1.48 -4.75 -0.31  -0.028
C: 2.22 -3.66 -0.73  -0.283
C: 3.33 -3.12 0.13  -0.034
C: -2.87 -1.94 2.52  -0.156
C: -3.16 -0.80 3.27  -0.209
C: -4.23 0.17 2.86  -0.034
C: -2.45 -0.56 4.44  -0.003
C: -1.49 -1.45 4.91  -0.261
C: -0.81 -1.22 6.23  -0.037
C: -1.21 -2.58 4.15  -0.002
C: -1.88 -2.84 2.96  -0.224
C: -1.57 -4.08 2.17  -0.046
H: -2.69 -2.11 -7.06  0.077
H: -2.28 -0.45 -6.61  0.083
H: -3.93 -0.85 -7.08  0.085
H: -2.68 -3.53 -5.16  0.119
H: -2.86 -5.09 -3.46  0.085
H: -3.96 -4.80 -2.11  0.085
H: -2.26 -4.35 -1.97  0.066
H: -5.26 -0.01 -1.20  0.075
H: -5.80 0.72 -2.72  0.090
H: -4.24 1.16 -2.05  0.064
H: -4.21 0.43 -4.74  0.129
H: -6.19 -3.17 -1.50  0.130
H: -6.75 -3.76 0.85  0.113
H: -5.16 -3.20 2.66  0.131
H: 4.17 -3.35 -3.35  0.130
H: 5.66 -1.58 -4.26  0.112
H: 5.09 0.80 -3.87  0.128
H: 4.75 0.98 -0.57  0.080
H: 5.45 2.58 -0.25  0.068
H: 5.89 1.69 -1.69  0.087
H: 4.42 4.52 -1.01  0.119
H: 3.41 6.57 -1.76  0.079
H: 1.70 6.26 -1.47  0.080
H: 2.27 6.56 -3.11  0.082
H: 1.19 4.37 -3.78  0.123
H: 0.79 2.46 -5.04  0.085
H: 0.45 1.21 -3.87  0.028
H: 1.85 1.05 -4.92  0.092
H: 1.14 -2.10 -4.33  0.073
H: -0.46 -2.83 -4.23  0.040
H: 0.89 -3.74 -4.92  0.096
H: -0.57 -5.12 -2.97  0.107
H: -1.06 -6.78 -1.36  0.077
H: -0.83 -6.27 0.31  0.068
H: 0.35 -7.33 -0.45  0.088
H: 1.69 -5.19 0.66  0.123
H: 3.37 -3.65 1.09  0.081
H: 3.19 -2.05 0.34  0.063
H: 4.30 -3.22 -0.36  0.089
H: -4.87 -0.21 2.07  0.076
H: -3.78 1.10 2.51  0.039
H: -4.86 0.42 3.72  0.090
H: -2.68 0.32 5.02  0.122
H: -1.02 -0.22 6.61  0.078
H: 0.27 -1.34 6.14  0.073
H: -1.16 -1.94 6.97  0.087
H: -0.47 -3.28 4.50  0.123
H: -0.78 -4.65 2.66  0.084
H: -1.24 -3.84 1.16  0.032
H: -2.45 -4.72 2.09  0.092
N: -3.01 3.97 1.78  0.215
C: -1.88 3.77 1.63  -0.363
H: -4.01 3.99 1.80  0.115
N: 3.99 4.56 2.22  0.217
C: 3.10 3.69 1.72  -0.634
N: 3.38 2.39 1.70  0.220
O: 2.03 4.15 1.24  -0.192
H: 4.84 4.26 2.68  0.118
H: 3.70 5.52 2.32  0.126
H: 4.23 2.02 2.07  0.127
H: 2.73 1.77 1.23  0.040

The HOMO energy (alpha / beta) comes out at -8.79 / -10.31 eV. As for the spin multiplicity: 5. Its energy relative to the best compared isomer or geometry (same formula, charge and spin) is 0.0 kJ/mol. As for the total energy: -8615.81421 a.u. As for the total charge: +1. The expectation value of S² is 6.0571.

=====

# 2
Entry from OMol25: a structure of composition C14H14N2O3SZr (ωB97M-V/def2-TZVPD).

Last column: Löwdin charge in e.
Cartesian coordinates (Å):
C: 1.49 0.43 -3.76  -0.166
C: 0.49 -0.59 -3.87  -0.190
C: 0.75 -1.60 -2.88  -0.209
C: 1.94 -1.21 -2.17  -0.202
C: 2.38 0.06 -2.69  -0.184
Zr: 0.19 0.39 -1.59  1.676
N: 0.53 2.40 -1.61  -0.240
C: -0.84 2.67 -2.10  -0.439
C: -1.55 1.39 -2.53  -0.291
H: 0.24 -2.55 -2.79  0.113
H: -0.28 -0.64 -4.64  0.109
H: 2.48 -1.82 -1.45  0.113
H: 3.30 0.57 -2.43  0.112
H: 1.62 1.27 -4.43  0.116
H: -1.68 1.36 -3.62  0.035
H: -1.41 3.19 -1.30  0.093
H: 1.03 3.20 -1.22  0.062
H: -2.49 1.24 -2.00  0.038
H: -0.79 3.39 -2.94  0.097
O: -0.99 -3.67 1.77  -0.288
S: -1.58 -2.36 1.75  0.689
O: -3.01 -2.21 1.72  -0.288
N: -0.84 -1.38 0.55  -0.031
C: -0.03 -0.50 1.09  -0.495
O: 0.78 0.26 0.39  -0.206
C: -0.09 -0.39 2.55  -0.163
C: 0.55 0.57 3.33  0.011
C: 0.37 0.45 4.70  -0.057
C: -0.41 -0.58 5.28  -0.045
C: -1.06 -1.51 4.45  -0.019
C: -0.89 -1.38 3.07  -0.211
H: 1.13 1.33 2.81  0.128
H: 0.87 1.17 5.34  0.104
H: -0.51 -0.64 6.36  0.106
H: -1.67 -2.32 4.85  0.125

The HOMO energy comes out at -8.24 eV. As for the spin multiplicity: 1. Its energy relative to the best compared isomer or geometry (same formula, charge and spin) is 28.4 kJ/mol. As for the total energy: -1322.36355 a.u. As for the total charge: 0.

=====

# 3
Entry from OMol25: a cluster of 2 separate species, C4H8O3 in total (ωB97M-V/def2-TZVPD).

Last column: Löwdin charge in e.
Cartesian coordinates (Å):
C: 1.02 -0.65 -1.10  -0.082
C: 0.33 0.57 -0.48  -0.185
O: -2.63 -0.28 -1.14  -0.068
C: -0.08 0.30 0.94  -0.341
O: -1.23 0.21 1.32  0.106
C: 1.04 0.06 1.97  -0.165
O: 0.81 -0.18 3.12  0.105
H: 1.05 -0.55 -2.18  0.080
H: 2.05 -0.77 -0.74  0.071
H: 0.47 -1.57 -0.88  0.088
H: -0.57 0.81 -1.05  0.096
H: -3.28 0.40 -1.34  0.042
H: 1.02 1.44 -0.50  0.125
H: -2.43 -0.15 -0.20  0.004
H: 2.08 0.13 1.58  0.126

As for the structure (SMILES): CCC(=O)C=O.O. The HOMO energy comes out at -9.99 eV. As for the spin multiplicity: 1. Its energy relative to the best compared isomer or geometry (same formula, charge and spin) is 159.7 kJ/mol. As for the total energy: -382.90401 a.u. As for the total charge: 0.

=====

# 4
Entry from OMol25: the molecule C4H6N2 (ωB97M-V/def2-TZVPD).

Last column: Löwdin charge in e.
Cartesian coordinates (Å):
C: -1.61 -0.28 0.10  -0.073
C: -0.22 0.34 0.02  -0.326
C: 0.86 -0.63 -0.52  -0.190
N: 2.08 -0.30 -0.52  0.110
N: 1.21 2.03 1.28  0.152
C: 0.45 1.21 0.98  -0.262
H: -2.00 -0.35 -0.92  0.085
H: -1.69 -1.29 0.53  0.078
H: -2.28 0.38 0.66  0.079
H: 0.52 -1.65 -0.78  0.119
H: 2.70 -1.05 -0.84  0.060
H: -0.42 1.39 -0.41  0.170

As for the structure (SMILES): [H]/N=C/[C@@H](C)C#N. The HOMO energy comes out at -10.59 eV. As for the spin multiplicity: 1. Its energy relative to the best compared isomer or geometry (same formula, charge and spin) is 232.5 kJ/mol. As for the total energy: -265.44702 a.u. As for the total charge: 0.

=====

# 5
Entry from OMol25: a structure of composition C37H47N2PS2Tc (ωB97M-V/def2-TZVPD).

Last column: Löwdin charge in e.
Cartesian coordinates (Å):
Tc: 0.76 -0.14 0.20  0.898
C: 4.63 1.97 2.23  -0.028
C: 3.97 0.70 1.67  -0.364
C: 4.64 0.26 0.38  -0.052
C: 2.49 0.97 1.53  -0.229
C: 1.99 1.89 0.58  -0.057
C: 0.63 2.24 0.49  -0.184
C: 0.19 3.34 -0.46  -0.354
C: 1.07 3.48 -1.70  -0.058
C: 0.21 4.66 0.33  -0.012
C: -0.30 1.57 1.34  -0.183
C: 0.19 0.75 2.41  -0.171
C: 1.55 0.41 2.42  -0.028
C: -0.69 0.32 3.56  -0.357
C: -0.63 1.47 4.59  -0.012
C: -0.27 -0.98 4.24  -0.050
C: -1.77 1.76 1.14  -0.211
C: -2.42 2.80 1.79  -0.017
C: -3.78 3.00 1.61  -0.015
C: -4.49 2.15 0.78  -0.022
C: -3.85 1.11 0.13  -0.068
C: -2.48 0.89 0.30  -0.262
P: -1.62 -0.51 -0.55  1.162
C: -2.39 -2.09 0.10  -0.658
C: -3.92 -2.06 0.13  -0.065
C: -1.93 -3.28 -0.74  -0.076
C: -1.93 -2.28 1.55  -0.106
C: -1.91 -0.28 -2.40  -0.649
C: -1.56 1.17 -2.73  -0.081
C: -3.36 -0.56 -2.84  -0.062
C: -1.02 -1.21 -3.23  -0.080
H: 5.68 1.76 2.45  0.099
H: 4.16 2.31 3.15  0.093
H: 4.60 2.78 1.51  0.092
H: 4.07 -0.09 2.42  0.147
H: 4.57 1.02 -0.39  0.083
H: 4.21 -0.67 -0.01  0.056
H: 5.70 0.08 0.57  0.101
H: 2.69 2.34 -0.12  0.127
H: -0.83 3.13 -0.76  0.124
H: 2.05 3.91 -1.46  0.093
H: 0.59 4.17 -2.40  0.105
H: 1.23 2.54 -2.23  0.032
H: 1.22 4.89 0.68  0.099
H: -0.45 4.65 1.19  0.071
H: -0.10 5.48 -0.33  0.103
H: 1.91 -0.30 3.15  0.139
H: -1.72 0.25 3.21  0.124
H: 0.39 1.62 4.95  0.099
H: -1.26 1.21 5.45  0.104
H: -0.99 2.42 4.18  0.072
H: 0.62 -0.84 4.85  0.093
H: -0.07 -1.78 3.53  0.066
H: -1.06 -1.32 4.90  0.105
H: -1.87 3.45 2.45  0.114
H: -4.28 3.81 2.12  0.127
H: -5.55 2.30 0.63  0.126
H: -4.44 0.46 -0.49  0.087
H: -4.38 -1.85 -0.83  0.069
H: -4.30 -1.36 0.88  0.084
H: -4.26 -3.05 0.44  0.107
H: -2.44 -3.32 -1.71  0.080
H: -2.20 -4.20 -0.21  0.107
H: -0.85 -3.30 -0.91  0.050
H: -2.23 -1.43 2.17  0.071
H: -0.86 -2.44 1.64  0.006
H: -2.43 -3.16 1.96  0.112
H: -2.24 1.87 -2.24  0.088
H: -1.65 1.31 -3.81  0.110
H: -0.53 1.41 -2.46  0.031
H: -4.09 0.08 -2.35  0.072
H: -3.64 -1.60 -2.73  0.079
H: -3.41 -0.33 -3.91  0.106
H: 0.04 -1.01 -3.08  0.010
H: -1.24 -1.03 -4.28  0.108
H: -1.21 -2.27 -3.04  0.074
S: 1.45 -2.29 0.41  0.753
C: 2.09 -2.74 -1.16  -0.619
C: 2.41 -4.06 -1.43  -0.020
C: 2.93 -4.41 -2.67  -0.146
C: 3.24 -5.78 -2.94  -0.147
N: 3.49 -6.88 -3.16  0.227
C: 3.14 -3.42 -3.64  -0.146
C: 2.84 -2.09 -3.37  -0.018
C: 2.31 -1.76 -2.13  -0.621
S: 1.92 -0.08 -1.78  0.791
C: 3.68 -3.76 -4.93  -0.148
N: 4.11 -4.00 -5.96  0.226
H: 2.25 -4.83 -0.68  0.136
H: 3.01 -1.34 -4.12  0.138

The HOMO energy (alpha / beta) comes out at -13.92 / -14.65 eV. As for the spin multiplicity: 4. Its energy relative to the best compared isomer or geometry (same formula, charge and spin) is 0.0 kJ/mol. As for the total energy: -2765.63975 a.u. As for the total charge: +2. The expectation value of S² is 3.7868.

=====

In the order shown, the computed maximum force values come out to 0.71, 2.32, 0.70, 2.71, 0.17 eV/A.